9
Properties=species:S:1:pos:R:3:forces:R:3:lowdin_charge:R:1 method="wB97M-V/def2-TZVPD" total_energy_ev=-12530.014 de_lowest_kj_mol=0.0 molar_mass_g_mol=190.115 gap_ev="7.1 / 7.2" e_homo_ev="-7.3 / -9.3" multiplicity=6
F -0.248958 -1.152173 1.207421 0.65 2.42 -0.11 -0.2796
O 0.468703 1.080470 -0.956493 -0.30 0.39 0.41 -0.0131
O 2.351323 0.901544 0.335345 -1.18 0.36 0.23 0.1534
C -0.800652 0.728863 -0.244347 -0.90 -0.71 -0.58 -0.2690
C -0.061821 0.493229 0.997757 -1.52 -1.67 0.02 -0.0857
C 1.162513 0.890152 0.193682 1.88 -1.35 -0.79 -0.4704
H -1.595539 1.480879 -0.322501 0.53 0.00 0.07 0.0747
H -0.272715 0.966139 1.960698 -0.01 -0.70 -0.13 0.1437
Ru -1.799875 -1.481888 -1.013874 0.85 1.26 0.88 0.7461